Entry from the Open Molecules 2025 dataset: the molecule C16H21FN2O2S (ωB97M-V/def2-TZVPD).

As for the total energy: -1380.38182 a.u. The SMILES is O=C(O)CNC(=S)N(Cc1ccc(F)cc1)C1CCCCC1. Its LUMO energy is 0.38 eV. For the HOMO-LUMO gap, the calculation gives 0.3143 Eh. The value obtained for the HOMO energy is -8.2 eV.

```
! RIJCOSX wB97M-V def2-TZVPD def2/J DEFGRID3
* xyz 0 1
O -1.3139 -5.8172 -0.1181
C -1.0603 -4.6479 -0.1965
O -0.9150 -4.0143 -1.3724
C -0.8740 -3.7215 0.9843
N -0.7780 -2.3397 0.6124
C 0.3794 -1.6355 0.7014
S 1.6359 -2.2220 1.6145
N 0.4350 -0.4412 0.0654
C -0.5349 -0.0902 -0.9467
C -1.8448 0.4585 -0.4188
C -2.8091 0.8757 -1.3308
C -4.0189 1.3861 -0.9007
C -4.2549 1.4759 0.4599
F -5.4322 1.9728 0.8884
C -3.3166 1.0683 1.3888
C -2.1106 0.5584 0.9401
C 1.5756 0.4424 0.2699
C 2.5746 0.3585 -0.8874
C 3.8025 1.2069 -0.5712
C 3.3998 2.6546 -0.3080
C 2.3927 2.7280 0.8356
C 1.1557 1.8913 0.5164
H -1.0005 -4.6497 -2.1005
H -1.6916 -3.8896 1.6931
H 0.0679 -3.9864 1.4887
H -1.5321 -1.9767 0.0519
H -0.7356 -0.9643 -1.5825
H -0.0813 0.6630 -1.5949
H -2.6089 0.8004 -2.3896
H -4.7720 1.7132 -1.5995
H -3.5312 1.1508 2.4422
H -1.3734 0.2361 1.6591
H 2.0767 0.0739 1.1711
H 2.8657 -0.6836 -1.0312
H 2.1160 0.7156 -1.8131
H 4.5070 1.1596 -1.4036
H 4.2991 0.8013 0.3122
H 4.2833 3.2458 -0.0613
H 2.9555 3.0797 -1.2115
H 2.8562 2.3533 1.7503
H 2.0980 3.7649 1.0086
H 0.4506 1.9363 1.3481
H 0.6622 2.3087 -0.3638
*
```